{
  "formula": "C3H3LiO3Tl",
  "method": "ωB97M-V/def2-TZVPD",
  "species": ["C", "C", "O", "H", "H", "H", "O", "C", "O", "Tl", "Li"],
  "xyz": [[-4.268211, -0.800425, -0.486893], [-3.852610, 0.472357, -0.719711], [-2.687714, 0.992291, -0.477784], [-5.279056, -1.101933, -0.766515], [-4.610035, 1.175823, -1.127527], [-3.593625, -1.554780, -0.068700], [0.773045, 0.053997, 0.107330], [1.913645, 0.556828, 0.250020], [2.999113, 0.001148, 0.128047], [2.491449, -1.935324, -0.404373], [-1.012244, 0.699682, -0.013699]],
  "atomic_forces_ev_per_a": [[0.126, 0.256, -0.234], [-0.698, -0.348, 0.152], [0.938, -0.136, 0.205], [0.321, 0.106, 0.149], [0.274, -0.266, 0.049], [-0.199, 0.233, -0.113], [0.941, 0.517, 0.132], [-2.045, 0.626, 0.137], [1.700, 2.629, 0.755], [-0.629, -3.765, -1.029], [-0.729, 0.148, -0.203]],
  "gap_ev": [5.248, 4.922],
  "e_above_lowest_kcal_mol": 0.0,
  "total_energy_ha": -521.8188,
  "charge": 0,
  "multiplicity": 2,
  "homo_energy_ha": [-0.2383, -0.2383]
}

---

{
  "formula": "C31H32BrGeN9O3SbTa",
  "method": "ωB97M-V/def2-TZVPD",
  "species": ["Ta", "N", "C", "N", "N", "N", "N", "C", "N", "N", "N", "N", "H", "O", "H", "H", "C", "Ge", "C", "C", "C", "H", "H", "H", "H", "H", "H", "H", "H", "H", "H", "Br", "C", "C", "C", "C", "C", "C", "C", "O", "O", "H", "H", "H", "H", "C", "C", "C", "C", "C", "C", "Sb", "C", "C", "C", "C", "C", "C", "C", "C", "C", "C", "C", "C", "H", "H", "H", "H", "H", "H", "H", "H", "H", "H", "H", "H", "H", "H", "H"],
  "xyz": [[0.056590, -1.119331, -0.432512], [2.275900, -3.170369, -2.554310], [2.551903, -1.844292, -2.427592], [3.527522, -1.250337, -3.086605], [3.477468, 0.028194, -2.666025], [2.536159, 0.199488, -1.837705], [1.885169, -1.001688, -1.619385], [1.249496, -3.780277, -1.885017], [0.976533, -5.059247, -1.977608], [-0.073540, -5.226453, -1.137089], [-0.375160, -4.142972, -0.548042], [0.443033, -3.143419, -1.025639], [2.821809, -3.709123, -3.205148], [-1.410543, 0.798651, -0.460735], [-2.142833, 0.656947, 0.161895], [-1.773205, 0.822712, -1.359295], [-2.192737, -3.396134, 2.255078], [-1.375835, -1.662552, 2.541476], [-0.713111, -1.471130, 4.361625], [-2.701106, -0.248144, 2.246993], [0.255898, -1.430384, 1.427154], [-3.154336, -3.444470, 2.766301], [-1.544082, -4.181832, 2.639290], [-2.330141, -3.560804, 1.187760], [-1.504771, -1.650656, 5.088173], [-0.323925, -0.465629, 4.509130], [0.087362, -2.188796, 4.538943], [-3.445638, -0.282724, 3.042285], [-3.242772, -0.419603, 1.312850], [-2.234449, 0.739011, 2.273221], [1.086634, -1.610642, 2.110018], [-5.006902, -1.605447, -0.785873], [-4.353693, -2.536279, -2.308084], [-5.258231, -3.313030, -3.009463], [-4.852652, -3.978001, -4.157349], [-3.551702, -3.847709, -4.620036], [-2.658761, -3.050890, -3.925023], [-3.045608, -2.399692, -2.755119], [-1.984445, -1.643895, -2.049957], [-1.134424, -0.985811, -2.674189], [-1.909841, -1.714187, -0.753151], [-6.276365, -3.393954, -2.655914], [-5.561136, -4.595383, -4.692017], [-3.234097, -4.365024, -5.514014], [-1.639648, -2.933299, -4.266310], [0.958605, 5.199158, -2.896015], [1.206863, 5.437908, -1.553305], [1.302976, 4.376929, -0.662653], [1.165173, 3.069521, -1.124034], [0.919368, 2.834207, -2.473245], [0.809941, 3.900569, -3.357343], [1.287825, 1.438870, 0.203866], [3.246840, 1.506454, 0.996408], [3.748482, 0.348873, 1.587330], [5.033477, 0.331106, 2.111639], [5.823899, 1.467725, 2.039418], [5.331740, 2.618575, 1.443295], [4.046246, 2.640512, 0.920983], [0.215879, 2.310532, 1.825274], [0.584018, 2.000086, 3.130896], [-0.163576, 2.468927, 4.203945], [-1.290050, 3.245075, 3.977449], [-1.664740, 3.561096, 2.679926], [-0.915026, 3.095840, 1.606563], [0.882262, 6.028676, -3.587027], [1.324017, 6.452719, -1.194876], [1.474666, 4.575001, 0.388125], [0.831381, 1.822790, -2.842269], [0.618865, 3.715588, -4.406240], [3.143292, -0.549903, 1.632116], [5.419712, -0.571244, 2.567314], [6.828889, 1.453740, 2.440249], [5.953656, 3.501899, 1.378461], [3.677181, 3.540912, 0.445170], [1.465604, 1.396858, 3.317487], [0.133907, 2.227579, 5.216065], [-1.873767, 3.607364, 4.813381], [-2.540827, 4.171259, 2.501504], [-1.212595, 3.353414, 0.597132]],
  "atomic_forces_ev_per_a": [[0.269, 0.382, -0.125], [-0.125, 0.155, -0.036], [0.018, -0.389, -0.090], [-0.067, 0.073, 0.197], [0.024, -0.009, -0.219], [-0.006, 0.065, 0.263], [-0.042, 0.154, -0.071], [0.215, 0.085, -0.063], [-0.199, 0.048, -0.076], [0.250, -0.190, 0.130], [-0.257, 0.222, -0.067], [0.085, -0.344, 0.050], [0.002, -0.029, 0.026], [0.108, -0.063, 0.007], [-0.040, 0.010, -0.087], [-0.061, 0.005, 0.050], [0.021, -0.047, -0.081], [-0.100, 0.064, 0.004], [0.050, -0.028, 0.075], [-0.008, -0.020, -0.085], [0.018, 0.064, 0.075], [-0.026, -0.001, 0.025], [-0.005, -0.045, -0.016], [-0.024, -0.040, 0.022], [-0.039, -0.001, 0.020], [0.029, 0.050, 0.037], [0.027, -0.018, 0.041], [-0.004, 0.001, 0.055], [0.002, 0.038, -0.032], [-0.022, 0.032, -0.019], [0.052, -0.021, -0.034], [0.035, -0.034, -0.071], [-0.085, 0.046, 0.088], [-0.068, -0.046, -0.031], [0.044, 0.029, 0.025], [-0.009, 0.040, 0.061], [-0.060, -0.038, -0.035], [0.102, -0.070, -0.030], [-0.221, 0.031, 0.270], [0.121, -0.003, 0.138], [-0.019, -0.147, -0.420], [-0.001, -0.006, -0.006], [-0.024, -0.011, -0.005], [0.011, -0.005, -0.014], [0.021, 0.008, 0.004], [-0.008, 0.049, -0.066], [0.020, 0.040, 0.110], [-0.068, -0.019, -0.165], [0.029, 0.030, -0.025], [-0.019, 0.229, -0.005], [0.005, -0.094, 0.042], [0.117, -0.137, 0.022], [-0.059, -0.168, -0.008], [0.022, 0.044, 0.011], [-0.012, -0.017, 0.002], [0.034, -0.017, 0.019], [-0.002, 0.057, -0.016], [-0.035, 0.017, 0.007], [-0.042, 0.011, 0.010], [-0.051, 0.074, 0.019], [0.036, -0.040, -0.025], [-0.028, 0.011, 0.055], [0.015, 0.009, -0.085], [0.036, 0.027, 0.132], [0.000, 0.009, 0.002], [-0.004, 0.004, -0.003], [-0.009, -0.001, 0.045], [-0.005, -0.101, -0.043], [0.000, -0.014, -0.007], [0.001, -0.002, -0.010], [-0.004, -0.014, 0.000], [0.006, 0.003, 0.006], [0.000, 0.011, -0.007], [0.024, -0.004, -0.007], [0.020, -0.023, 0.018], [0.007, -0.007, 0.025], [-0.011, 0.009, 0.010], [-0.013, 0.012, 0.000], [0.004, 0.014, -0.018]],
  "gap_ev": 8.319,
  "e_above_lowest_kcal_mol": 0.0,
  "total_energy_ha": -6867.2388,
  "charge": 0,
  "homo_energy_ha": -0.3114
}

---

{
  "formula": "C32H61BrClO11P",
  "method": "ωB97M-V/def2-TZVPD",
  "species": ["C", "C", "O", "C", "C", "C", "C", "C", "C", "O", "C", "O", "C", "C", "Br", "P", "O", "Cl", "H", "H", "H", "H", "H", "H", "H", "H", "H", "H", "H", "H", "H", "H", "H", "H", "H", "H", "H", "C", "C", "C", "O", "H", "H", "H", "H", "H", "H", "C", "C", "C", "O", "H", "H", "H", "H", "H", "H", "C", "C", "C", "O", "H", "H", "H", "H", "H", "H", "C", "C", "C", "O", "H", "H", "H", "H", "H", "H", "C", "C", "C", "O", "H", "H", "H", "H", "H", "H", "C", "C", "C", "O", "H", "H", "H", "H", "H", "H", "C", "C", "C", "O", "H", "H", "H", "H", "H", "H"],
  "xyz": [[0.455783, 3.804981, -1.670275], [0.964545, 4.270503, -0.298586], [1.718516, 3.267562, 0.381811], [0.968121, 2.196090, 0.906045], [0.675038, 2.198399, 2.425318], [0.472128, 3.654380, 2.992853], [1.763654, 4.493199, 2.963729], [-0.141821, 3.802830, 4.406064], [0.837440, 3.752072, 5.594681], [1.810921, 1.577832, 3.096234], [1.406512, 0.746514, 4.073690], [2.167871, 0.187977, 4.786174], [-0.096040, 0.638885, 4.106940], [-0.517311, 1.211635, 2.760528], [-0.545141, -0.357564, 1.539191], [-2.174035, 2.129317, 2.567592], [-2.798202, 1.473867, 1.209756], [-3.270410, 1.083287, 3.929725], [0.756400, 4.504439, -2.458912], [0.898247, 2.831350, -1.912530], [-0.631545, 3.710128, -1.729164], [1.649526, 5.118283, -0.396202], [0.122068, 4.602581, 0.326388], [1.537582, 1.280030, 0.716002], [0.015869, 2.113552, 0.359998], [-0.245820, 4.122585, 2.306237], [2.588592, 3.975297, 3.461356], [2.079678, 4.738823, 1.951757], [1.583209, 5.433117, 3.500602], [-0.958983, 3.092238, 4.564846], [-0.641541, 4.781126, 4.406304], [0.315799, 3.452180, 6.509449], [1.673854, 3.067248, 5.454161], [1.281082, 4.732945, 5.790075], [-0.477176, 1.186051, 4.975140], [-0.368270, -0.413395, 4.201269], [-2.427937, 1.970499, 0.458684], [-4.439686, 1.555443, -2.881847], [-3.991015, 2.788743, -2.142733], [-4.924576, 3.338455, -1.091283], [-2.910539, 3.298184, -2.356432], [-3.677059, 1.237196, -3.589044], [-4.634501, 0.750571, -2.169914], [-5.377559, 1.756124, -3.404055], [-5.088949, 2.567342, -0.335087], [-5.893462, 3.599816, -1.519192], [-4.482361, 4.215207, -0.619580], [0.989855, -4.310203, 0.845155], [0.508380, -3.573031, -0.380984], [1.417508, -3.614207, -1.581058], [-0.553891, -2.991150, -0.390313], [0.258211, -4.218319, 1.644040], [1.153200, -5.362467, 0.604972], [1.947996, -3.902001, 1.172804], [1.578543, -4.646573, -1.896610], [2.390780, -3.188123, -1.330361], [0.970333, -3.060097, -2.404421], [1.979836, -8.681712, -4.090981], [1.802066, -7.187133, -4.079007], [0.978712, -6.611931, -5.204077], [2.280214, -6.486643, -3.214110], [2.587421, -8.995484, -3.245498], [1.000212, -9.160519, -4.059930], [2.451355, -8.992609, -5.024851], [-0.012302, -7.069380, -5.203867], [1.436912, -6.860103, -6.163187], [0.900009, -5.532723, -5.097642], [4.454675, 1.637450, 8.983687], [4.215198, 2.381637, 7.691637], [5.162835, 2.078726, 6.560144], [3.315653, 3.184673, 7.581936], [3.719763, 1.937347, 9.726800], [4.387397, 0.562317, 8.808107], [5.461004, 1.843509, 9.353350], [5.107300, 1.021918, 6.304341], [6.189317, 2.297331, 6.866318], [4.899022, 2.668145, 5.687056], [0.470994, 0.582058, -4.425332], [-0.787393, 0.268409, -3.650431], [-0.610116, -0.042505, -2.186774], [-1.875393, 0.272335, -4.179521], [0.226027, 0.791706, -5.463500], [0.976011, 1.443092, -3.982438], [1.163237, -0.260573, -4.369937], [-0.147798, 0.809461, -1.682265], [0.048351, -0.900546, -2.046518], [-1.572291, -0.261571, -1.729825], [-1.866700, -11.561063, -6.746635], [-1.652333, -10.506204, -5.690235], [-2.669622, -10.448636, -4.577812], [-0.712393, -9.745345, -5.733723], [-1.076899, -11.507109, -7.491214], [-1.876785, -12.551571, -6.288043], [-2.837272, -11.417701, -7.225068], [-2.704146, -11.405495, -4.053642], [-3.664378, -10.271736, -4.990840], [-2.415748, -9.655072, -3.879667], [-2.024738, 6.548481, -1.693608], [-1.959067, 6.807162, -0.209610], [-1.107452, 7.966629, 0.247182], [-2.556479, 6.111093, 0.580746], [-2.646682, 5.677353, -1.882649], [-2.421989, 7.422813, -2.213170], [-1.023635, 6.361533, -2.088505], [-1.466293, 8.893678, -0.203942], [-0.076829, 7.825306, -0.085112], [-1.138197, 8.047448, 1.330884]],
  "atomic_forces_ev_per_a": [[0.045, -0.010, -0.189], [-0.129, -0.055, 0.086], [-0.073, -0.018, 0.024], [0.020, -0.097, -0.129], [0.034, 0.224, 0.174], [0.114, -0.049, -0.121], [0.025, 0.121, -0.083], [-0.101, -0.022, 0.058], [-0.127, 0.000, -0.004], [-0.283, 0.363, -0.302], [-0.444, 0.321, -0.337], [0.871, -0.552, 0.766], [-0.280, -0.097, -0.039], [0.098, 0.188, -0.387], [0.187, -0.026, 0.128], [0.134, 0.310, 0.134], [0.195, 0.225, -0.251], [-0.138, -0.251, 0.092], [-0.020, -0.129, 0.119], [-0.005, 0.208, 0.030], [0.113, -0.031, 0.084], [-0.062, -0.148, -0.014], [0.129, -0.019, -0.076], [-0.153, 0.135, -0.046], [0.076, 0.005, 0.117], [0.078, -0.107, 0.089], [-0.138, 0.068, -0.059], [0.006, -0.077, 0.229], [0.021, -0.185, -0.061], [0.109, 0.097, 0.019], [0.091, -0.151, 0.026], [0.083, 0.053, -0.121], [-0.102, -0.076, -0.014], [-0.048, -0.163, -0.060], [0.064, -0.072, -0.164], [-0.052, 0.234, 0.171], [-0.330, -0.134, -0.002], [0.035, 0.115, -0.115], [-0.149, -0.179, 0.008], [0.184, 0.096, 0.070], [0.076, 0.019, 0.077], [-0.117, 0.025, 0.104], [-0.023, 0.001, 0.026], [-0.047, 0.017, 0.046], [-0.082, 0.013, 0.006], [-0.004, -0.085, -0.043], [-0.002, -0.009, 0.009], [-0.043, 0.040, 0.015], [0.044, -0.061, 0.093], [-0.170, 0.047, -0.057], [0.044, 0.048, -0.066], [0.010, -0.002, 0.000], [0.015, 0.002, -0.010], [0.006, -0.005, -0.005], [0.089, 0.012, 0.005], [0.019, -0.038, 0.007], [0.022, 0.012, 0.008], [0.072, 0.002, 0.112], [-0.049, 0.004, -0.067], [0.008, 0.048, 0.040], [-0.013, -0.039, 0.016], [-0.001, 0.015, -0.005], [0.018, -0.017, -0.042], [-0.028, -0.011, -0.015], [0.009, -0.021, -0.015], [-0.004, -0.008, -0.003], [-0.004, -0.006, -0.004], [-0.065, 0.001, -0.003], [-0.096, 0.133, 0.069], [-0.039, 0.088, -0.033], [0.146, -0.111, -0.006], [0.013, -0.009, -0.012], [0.011, -0.010, 0.005], [0.007, -0.008, -0.011], [0.013, -0.099, 0.000], [-0.040, -0.033, -0.021], [0.009, 0.040, -0.023], [-0.061, -0.004, -0.040], [0.096, 0.026, 0.051], [-0.154, 0.061, -0.013], [0.180, -0.108, -0.087], [0.010, 0.004, 0.005], [-0.005, -0.005, 0.007], [0.003, -0.001, 0.015], [0.015, -0.024, -0.017], [-0.002, 0.004, 0.003], [0.017, -0.021, 0.025], [0.044, 0.027, -0.015], [-0.026, -0.013, -0.006], [0.036, 0.038, 0.010], [-0.030, 0.006, 0.010], [-0.007, -0.005, 0.002], [-0.013, 0.000, 0.004], [-0.007, -0.006, 0.009], [-0.008, -0.006, -0.008], [-0.003, -0.013, -0.003], [-0.006, -0.006, -0.001], [-0.058, -0.058, 0.048], [0.017, -0.038, -0.026], [-0.021, -0.020, 0.041], [0.039, -0.023, 0.010], [0.021, -0.001, -0.062], [0.020, 0.020, 0.011], [0.006, 0.056, 0.010], [0.009, 0.000, -0.013], [0.002, 0.002, -0.011], [0.005, 0.002, -0.006]],
  "gap_ev": 9.608,
  "total_energy_ha": -5459.1373,
  "charge": 0,
  "smiles": "CCOC[C@]1([C@H](C)CC)OC(=O)C[C@@]1(Br)P(O)Cl.CC(C)=O.CC(C)=O.CC(C)=O.CC(C)=O.CC(C)=O.CC(C)=O.CC(C)=O",
  "homo_energy_ha": -0.3311
}